No. 1
C17H25N3O3S | ωB97M-V/def2-TZVPD

Results
Gap between HOMO and LUMO ... 0.3017 Ha
SMILES ... COCCCNC(=S)N1CCN(Cc2ccc3c(c2)OCO3)CC1
M ... 351.47 u
ΔE to the lowest compared entry with this formula, charge and spin ... 53.2 kcal/mol
LUMO level ... 0.566 eV
Electronic energy ... -1450.93301 Ha

Last column: natural (NBO) charge in e.
Geometry (Å):
C1 3.39 2.82 -1.88  -0.24
O1 3.52 1.87 -0.85  -0.57
C2 4.26 2.35 0.25  -0.06
C3 4.41 1.26 1.31  -0.43
C4 3.07 0.87 1.95  -0.23
N1 2.22 0.19 1.01  -0.62
C5 1.99 -1.14 1.04  0.32
S1 2.22 -2.00 2.45  -0.32
N2 1.56 -1.76 -0.09  -0.43
C6 0.83 -3.01 0.00  -0.23
C7 -0.67 -2.74 -0.11  -0.24
N3 -0.95 -2.06 -1.36  -0.44
C8 -2.37 -1.95 -1.67  -0.22
C9 -3.16 -1.10 -0.69  -0.05
C10 -3.72 -1.67 0.44  -0.21
C11 -4.40 -0.92 1.40  -0.25
C12 -4.49 0.43 1.18  0.22
C13 -3.93 1.02 0.04  0.30
C14 -3.26 0.28 -0.90  -0.29
O2 -4.17 2.37 0.06  -0.49
C15 -4.90 2.61 1.25  0.24
O3 -5.09 1.40 1.94  -0.48
C16 -0.23 -0.80 -1.43  -0.24
C17 1.27 -1.11 -1.34  -0.21
H1 2.81 2.35 -2.68  0.19
H2 4.37 3.12 -2.27  0.17
H3 2.86 3.71 -1.53  0.17
H4 3.75 3.23 0.68  0.16
H5 5.25 2.67 -0.09  0.17
H6 4.85 0.37 0.84  0.22
H7 5.08 1.62 2.08  0.22
H8 2.56 1.76 2.31  0.19
H9 3.24 0.19 2.79  0.25
H10 2.17 0.66 0.11  0.41
H11 1.06 -3.49 0.95  0.26
H12 1.15 -3.66 -0.82  0.20
H13 -1.21 -3.69 -0.10  0.20
H14 -0.98 -2.14 0.77  0.18
H15 -2.77 -2.96 -1.69  0.20
H16 -2.45 -1.52 -2.67  0.20
H17 -3.64 -2.74 0.59  0.21
H18 -4.83 -1.37 2.27  0.23
H19 -2.85 0.75 -1.78  0.22
H20 -5.88 3.05 0.99  0.16
H21 -4.34 3.32 1.89  0.16
H22 -0.45 -0.33 -2.39  0.20
H23 -0.51 -0.11 -0.62  0.18
H24 1.87 -0.20 -1.48  0.21
H25 1.53 -1.81 -2.14  0.21


No. 2
C5H7N4O4 | ωB97M-V/def2-TZVPD

Results
Gap between HOMO and LUMO ... 0.3570 Ha
SMILES ... O=C1NC(=O)[C@]2(O)N[C@]2(/[NH+]=C/O)N1
M ... 187.14 u
ΔE to the lowest compared entry with this formula, charge and spin ... 12.3 kcal/mol
LUMO level ... -4.228 eV
Net charge ... +1
Electronic energy ... -714.44565 Ha

Last column: natural (NBO) charge in e.
Geometry (Å):
O1 -2.87 2.16 -0.26  -0.54
C1 -2.06 1.27 -0.16  0.80
N1 -2.48 -0.09 -0.08  -0.66
C2 -1.79 -1.26 -0.03  0.64
O2 -2.24 -2.37 -0.22  -0.53
C3 -0.26 -1.10 0.31  0.33
O3 0.51 -2.11 -0.24  -0.67
N2 0.26 -0.38 1.37  -0.63
C4 0.13 0.38 0.16  0.33
N3 1.41 0.57 -0.41  -0.52
C5 2.56 0.21 0.14  0.59
O4 3.70 0.31 -0.36  -0.58
N4 -0.70 1.49 0.03  -0.66
H1 -3.43 -0.07 -0.49  0.46
H2 -0.09 -2.72 -0.58  0.51
H3 -0.21 -0.17 2.25  0.43
H4 1.46 1.00 -1.34  0.43
H5 2.47 -0.11 1.17  0.24
H6 3.90 0.52 -1.36  0.55
H7 -0.26 2.47 0.10  0.45


No. 3
CH8N2O3 | ωB97M-V/def2-TZVPD

Results
Gap between HOMO and LUMO ... 0.3068 Ha
M ... 96.09 u
ΔE to the lowest compared entry with this formula, charge and spin ... 90.3 kcal/mol
LUMO level ... -0.304 eV
Electronic energy ... -378.04369 Ha

Last column: natural (NBO) charge in e.
Geometry (Å):
O1 2.69 0.01 0.25  -0.86
H1 2.84 0.90 0.58  0.49
H2 2.98 -0.56 0.97  0.50
O2 0.66 0.43 -0.42  -0.94
H3 0.76 1.36 -0.65  0.47
H4 1.45 0.21 0.07  0.46
C1 -1.85 -0.64 -0.07  0.75
O3 -2.87 -1.19 0.10  -0.68
N1 -1.69 0.36 -0.94  -0.86
N2 -0.80 -0.82 0.65  -0.86
H5 -0.86 0.94 -0.87  0.38
H6 -2.45 0.59 -1.56  0.39
H7 0.05 -0.37 0.33  0.39
H8 -0.91 -1.23 1.56  0.38